[1]
This record from the OMol25 dataset describes a molecular structure, C22H44Cu2O13S2 at a distorted geometry. The level of theory is ωB97M-V/def2-TZVPD.

Results
LUMO energy (alpha / beta)	-0.2278 / -0.3178	hartree
ΔE to the lowest compared entry with this formula, charge and spin	0.00	kcal per mole
DFT total energy	-5919.5019	hartree
total charge	+2
frontier orbital gap (alpha / beta)	9.27 / 6.82	eV
spin multiplicity	3
⟨S²⟩	2.005

```
83
C22H44Cu2O13S2 (ωB97M-V/def2-TZVPD)
Cu 3.018 0.120 -0.249
Cu -2.206 -0.191 -0.860
S 0.360 0.346 -0.413
O -0.779 0.430 0.525
O 1.150 -0.904 -0.262
O -0.312 0.377 -1.728
O 1.399 1.396 -0.249
C -4.140 3.452 -2.281
C -2.810 4.108 -1.867
C -2.135 2.938 -1.063
O -2.917 1.773 -1.307
C -4.287 2.269 -1.364
H -4.015 3.128 -3.314
H -4.994 4.127 -2.224
H -2.863 4.953 -1.189
H -2.165 4.319 -2.712
H -2.105 3.176 0.008
H -1.084 2.783 -1.300
H -4.569 2.592 -0.359
H -4.948 1.487 -1.725
C 5.815 2.895 0.355
C 4.481 3.646 0.240
C 3.643 2.928 1.278
O 3.939 1.539 1.028
C 5.375 1.481 0.807
H 6.459 3.371 1.092
H 6.390 2.846 -0.567
H 4.029 3.543 -0.749
H 4.594 4.719 0.393
H 2.581 3.141 1.187
H 3.957 3.149 2.301
H 5.595 0.750 0.026
H 5.884 1.212 1.731
C 4.647 -2.741 2.661
C 3.195 -2.824 3.070
C 2.586 -1.537 2.474
O 3.458 -1.205 1.359
C 4.558 -2.144 1.263
H 5.239 -3.654 2.684
H 5.165 -2.029 3.310
H 3.015 -2.831 4.145
H 2.659 -3.679 2.660
H 2.511 -0.688 3.146
H 1.614 -1.831 2.080
H 5.440 -1.548 1.024
H 4.417 -2.929 0.516
C -2.786 -0.826 -5.135
C -3.757 -1.900 -4.669
C -4.156 -1.369 -3.295
O -2.977 -0.720 -2.793
C -2.044 -0.398 -3.877
H -3.377 0.039 -5.455
H -2.189 -1.097 -6.002
H -3.316 -2.886 -4.524
H -4.593 -1.957 -5.361
H -4.429 -2.208 -2.653
H -5.014 -0.693 -3.326
H -1.117 -0.924 -3.670
H -1.875 0.676 -3.906
C -0.826 -4.202 -0.621
C -1.422 -4.023 0.775
C -2.602 -3.115 0.530
O -2.109 -2.192 -0.466
C -1.198 -2.931 -1.369
H -1.261 -5.064 -1.126
H 0.250 -4.367 -0.602
H -0.755 -3.485 1.449
H -1.686 -4.978 1.223
H -2.885 -2.535 1.411
H -3.545 -3.583 0.229
H -0.368 -2.268 -1.595
H -1.779 -3.083 -2.279
C -1.410 2.065 3.645
C 0.073 1.790 3.714
O 0.201 0.472 4.286
S -1.102 -0.425 3.946
O -1.601 -0.958 5.163
O -0.832 -1.296 2.847
O -2.028 0.773 3.473
H -1.718 2.647 2.780
H -1.812 2.526 4.546
H 0.611 2.464 4.376
H 0.591 1.774 2.752
```

Atom charges from the Mulliken analysis, given in e for atoms 1 to 5: 0.087 0.792 1.573 -0.552 -1.299

[2]
This record from the OMol25 dataset describes a molecular structure, C22H44N4O4SSeSiTc. The level of theory is ωB97M-V/def2-TZVPD.

Results
LUMO energy (alpha / beta)	0.0140 / -0.0134	hartree
DFT total energy	-4554.8020	hartree
total charge	0
frontier orbital gap (alpha / beta)	8.34 / 7.46	eV
spin multiplicity	4
⟨S²⟩	3.927

```
78
C22H44N4O4SSeSiTc (ωB97M-V/def2-TZVPD)
Tc -0.284 2.223 -0.774
C -4.110 3.564 -0.789
C -3.382 2.266 -1.170
C -4.035 1.646 -2.411
C -3.431 1.287 -0.001
C -1.966 2.621 -1.515
H -5.143 3.341 -0.516
H -4.121 4.269 -1.621
H -3.626 4.043 0.062
H -5.075 1.393 -2.196
H -3.515 0.734 -2.711
H -4.018 2.339 -3.254
H -4.450 0.928 0.164
H -3.093 1.771 0.916
H -2.791 0.423 -0.184
H -1.876 3.351 -2.335
Se 0.786 3.913 3.588
C -0.026 3.455 2.077
N -0.505 3.126 1.061
C 4.492 3.673 1.961
N 3.599 3.574 0.829
C 3.220 4.673 -0.040
C 2.059 4.053 -0.806
O 1.339 4.599 -1.613
N 1.892 2.758 -0.383
C 2.766 2.550 0.605
N 2.798 1.411 1.286
H 5.085 4.578 1.856
H 5.178 2.825 1.984
H 3.931 3.728 2.898
H 4.027 4.964 -0.715
H 2.878 5.544 0.522
H 2.054 0.736 1.112
H 3.254 1.382 2.181
C 2.613 -2.753 -2.603
C 2.422 -2.743 -1.091
C 3.282 -1.665 -0.444
C 2.735 -4.106 -0.494
O 1.032 -2.503 -0.841
Si 0.117 -1.200 -0.493
S 0.385 0.252 -1.974
O 0.486 -0.534 0.992
C 0.066 -1.008 2.310
C 1.025 -0.392 3.317
C 0.154 -2.526 2.383
C -1.349 -0.518 2.568
O -1.414 -1.758 -0.360
C -2.143 -2.720 -1.145
C -1.766 -4.122 -0.681
C -1.830 -2.533 -2.623
C -3.615 -2.448 -0.870
H 3.653 -2.956 -2.861
H 2.331 -1.786 -3.021
H 1.986 -3.522 -3.054
H 4.336 -1.856 -0.648
H 3.137 -1.663 0.637
H 3.026 -0.679 -0.834
H 3.765 -4.388 -0.709
H 2.071 -4.862 -0.913
H 2.599 -4.091 0.589
H 2.053 -0.688 3.092
H 0.788 -0.749 4.319
H 0.946 0.696 3.325
H 1.168 -2.864 2.164
H -0.528 -2.995 1.681
H -0.107 -2.853 3.391
H -1.397 0.564 2.438
H -1.651 -0.755 3.589
H -2.045 -0.987 1.877
H -0.696 -4.289 -0.794
H -2.304 -4.866 -1.271
H -2.034 -4.261 0.367
H -0.787 -2.767 -2.836
H -2.015 -1.502 -2.926
H -2.460 -3.195 -3.220
H -3.803 -2.461 0.204
H -4.234 -3.211 -1.341
H -3.909 -1.474 -1.262
```

Atom charges from the Mulliken analysis, given in e for atoms 1 to 5: -0.325 -1.944 2.770 -1.795 -1.564

[3]
This record from the OMol25 dataset describes 7 unconnected molecules or ions with the total composition C22H44O19 at a distorted geometry. The level of theory is ωB97M-V/def2-TZVPD.

Results
LUMO energy	0.0215	hartree
ΔE to the lowest compared entry with this formula, charge and spin	0.00	kcal per mole
DFT total energy	-2294.1650	hartree
SMILES	COC(=O)OC.COC(=O)OC.COC(=O)OC.COC(=O)OC.COC(=O)OC.COC(=O)OC.C1CCOC1
total charge	0
frontier orbital gap	9.91	eV
spin multiplicity	1

```
85
C22H44O19 (ωB97M-V/def2-TZVPD)
C 28.211 24.098 18.668
C 28.774 24.213 17.270
C 29.062 22.716 17.002
O 27.927 22.051 17.548
C 27.506 22.726 18.733
H 27.470 24.890 18.806
H 28.969 24.235 19.436
H 29.684 24.782 17.078
H 28.073 24.544 16.502
H 29.994 22.276 17.383
H 29.102 22.369 15.962
H 27.875 22.232 19.637
H 26.419 22.719 18.688
C 27.088 16.849 12.596
O 27.087 18.272 12.605
C 26.800 18.859 13.768
O 26.435 18.317 14.772
O 27.043 20.159 13.629
C 26.690 20.999 14.724
H 27.521 16.489 13.527
H 27.724 16.567 11.754
H 26.101 16.467 12.330
H 25.611 21.124 14.765
H 27.136 21.980 14.574
H 27.121 20.624 15.649
C 27.760 30.356 20.627
O 27.661 28.999 20.251
C 27.115 28.687 19.072
O 26.967 29.431 18.141
O 26.928 27.378 19.070
C 26.218 26.753 17.976
H 28.815 30.588 20.794
H 27.222 30.556 21.552
H 27.449 31.036 19.834
H 25.660 25.926 18.406
H 27.000 26.358 17.330
H 25.598 27.501 17.490
C 26.769 26.598 22.358
O 27.213 25.531 23.170
C 27.226 24.305 22.670
O 26.754 23.937 21.631
O 27.759 23.517 23.598
C 28.097 22.176 23.223
H 26.856 26.319 21.304
H 27.388 27.471 22.533
H 25.700 26.763 22.507
H 29.029 21.893 23.694
H 28.178 22.142 22.134
H 27.234 21.563 23.478
C 30.952 19.243 15.946
O 31.483 20.556 15.925
C 31.409 21.225 14.779
O 31.321 20.741 13.685
O 31.458 22.533 15.049
C 31.302 23.351 13.882
H 31.122 18.819 16.933
H 31.465 18.627 15.205
H 29.874 19.278 15.773
H 30.542 22.977 13.202
H 32.232 23.265 13.309
H 31.238 24.400 14.146
C 31.186 31.267 21.027
O 31.057 30.090 20.257
C 30.674 28.976 20.870
O 30.631 28.756 22.050
O 30.380 28.094 19.908
C 30.159 26.749 20.256
H 31.947 31.199 21.803
H 30.237 31.468 21.533
H 31.383 32.148 20.423
H 30.559 26.473 21.240
H 30.585 26.069 19.527
H 29.099 26.576 20.469
C 28.217 24.730 14.257
O 28.215 25.565 15.407
C 29.204 26.461 15.513
O 30.102 26.612 14.733
O 29.056 27.054 16.687
C 29.634 28.343 16.833
H 28.565 23.736 14.546
H 28.811 25.161 13.458
H 27.184 24.556 13.959
H 29.706 28.602 17.887
H 28.980 29.121 16.434
H 30.628 28.444 16.404
```

Atom charges from the Mulliken analysis, given in e for atoms 1 to 5: 1.209 -0.029 0.153 -0.449 -0.325

[4]
This record from the OMol25 dataset describes 11 unconnected molecules or ions with the total composition C22H44O44S11 at a distorted geometry. The level of theory is ωB97M-V/def2-TZVPD.

Results
LUMO energy	-0.0177	hartree
ΔE to the lowest compared entry with this formula, charge and spin	220.32	kcal per mole
DFT total energy	-8554.7228	hartree
SMILES	O=S1(=O)OCCO1.O=S1(=O)OCCO1.O=S1(=O)OCCO1.O=S1(=O)OCCO1.O=S1(=O)OCCO1.O=S1(=O)OCCO1.O=S1(=O)OCCO1.O=S1(=O)OCCO1.O=S1(=O)OCCO1.O=S1(=O)OCCO1.O=S1(=O)OCCO1
total charge	0
frontier orbital gap	9.77	eV
spin multiplicity	1

```
121
C22H44O44S11 (ωB97M-V/def2-TZVPD)
C -6.048 -5.154 0.025
C -5.146 -5.699 1.197
O -3.807 -5.557 0.756
S -3.665 -4.115 -0.236
O -2.555 -4.357 -1.187
O -3.630 -2.950 0.645
O -5.199 -4.458 -0.840
H -6.825 -4.506 0.431
H -6.563 -5.988 -0.452
H -5.440 -6.713 1.472
H -5.292 -5.096 2.093
C 0.549 3.557 -3.795
C 2.051 3.556 -3.972
O 2.456 2.243 -4.263
S 1.189 1.549 -5.122
O 1.121 0.113 -4.915
O 1.124 2.151 -6.462
O 0.062 2.305 -4.188
H 0.164 4.439 -4.307
H 0.352 3.708 -2.733
H 2.540 3.875 -3.051
H 2.317 4.220 -4.794
C 1.788 -5.428 -0.486
C 2.528 -4.175 0.038
O 3.924 -4.635 0.176
S 4.258 -6.142 -0.525
O 5.413 -6.809 0.131
O 4.385 -5.890 -1.961
O 2.650 -6.486 -0.121
H 1.564 -5.427 -1.552
H 0.782 -5.631 -0.120
H 2.276 -3.902 1.063
H 2.438 -3.332 -0.647
C 4.502 4.809 -0.750
C 4.618 3.300 -0.953
O 5.463 3.090 -2.019
S 5.746 4.374 -2.886
O 4.883 4.316 -4.054
O 7.208 4.521 -2.999
O 5.094 5.370 -1.765
H 4.896 5.210 0.184
H 3.477 5.130 -0.936
H 3.625 2.852 -0.983
H 5.173 2.837 -0.137
C -2.631 4.594 0.602
C -4.003 3.962 0.482
O -3.989 3.429 -0.837
S -2.577 3.684 -1.758
O -2.798 4.091 -3.106
O -1.723 2.515 -1.559
O -2.209 4.950 -0.762
H -1.943 4.024 1.227
H -2.618 5.543 1.137
H -4.723 4.774 0.587
H -4.245 3.264 1.283
C 0.034 -1.193 1.380
C -1.263 -0.804 0.669
O -1.099 0.386 -0.038
S 0.382 1.132 0.287
O 0.223 2.158 1.333
O 1.046 1.410 -1.045
O 1.089 -0.288 0.920
H 0.400 -2.218 1.321
H -0.021 -0.929 2.436
H -2.099 -0.867 1.365
H -1.476 -1.467 -0.170
C -1.892 -0.540 -3.378
C -3.338 -0.438 -3.252
O -3.899 -0.524 -4.616
S -2.887 -1.438 -5.548
O -2.896 -0.922 -6.912
O -3.081 -2.834 -5.254
O -1.601 -0.840 -4.710
H -1.360 -1.200 -2.693
H -1.395 0.413 -3.198
H -3.472 0.496 -2.707
H -3.600 -1.299 -2.637
C -0.133 -7.742 2.687
C -1.608 -7.142 2.446
O -1.696 -6.006 3.236
S -0.241 -5.370 3.709
O -0.249 -5.256 5.156
O -0.109 -4.179 2.977
O 0.669 -6.590 3.057
H 0.307 -8.060 1.741
H 0.045 -8.346 3.576
H -2.347 -7.933 2.575
H -1.642 -6.789 1.415
C 4.929 -0.578 -1.557
C 3.376 -0.809 -1.588
O 3.197 -1.703 -2.680
S 4.512 -1.674 -3.743
O 4.028 -1.175 -5.045
O 5.284 -2.915 -3.578
O 5.243 -0.483 -2.862
H 5.309 -1.509 -1.135
H 5.374 0.193 -0.928
H 3.002 0.150 -1.948
H 2.948 -1.094 -0.627
C -3.579 3.125 5.892
C -4.499 1.945 5.828
O -3.886 0.931 4.980
S -2.625 1.579 4.056
O -3.022 1.617 2.640
O -1.270 1.185 4.381
O -2.853 3.102 4.685
H -2.921 2.932 6.739
H -3.989 4.124 6.035
H -5.584 2.047 5.806
H -4.369 1.471 6.801
C 2.227 5.398 4.583
C 0.843 6.086 4.287
O 0.507 5.488 3.043
S 1.779 5.680 2.036
O 1.932 7.105 1.655
O 1.773 4.621 1.009
O 2.745 5.227 3.292
H 2.028 4.361 4.855
H 2.900 5.877 5.293
H 0.776 7.173 4.325
H 0.097 5.836 5.041
```

Atom charges from the Mulliken analysis, given in e for atoms 1 to 5: -0.315 -0.452 -0.292 1.094 -0.494

Q: What is the total charge in the second record?
A: 0